Entry 1:
{"formula": "C5H11EuNP", "method": "ωB97M-V/def2-TZVPD", "species": ["C", "C", "C", "C", "C", "Eu", "P", "H", "H", "H", "H", "H", "H", "H", "H", "N", "H", "H", "H"], "xyz": [[-0.565578, 0.024523, -2.053072], [-1.360818, 1.118235, -1.589255], [-0.488033, 2.042579, -0.944636], [0.854197, 1.565286, -1.086401], [0.808124, 0.333928, -1.787696], [-0.588177, -0.069105, 0.775039], [-0.173150, -2.994648, 0.611320], [-0.905864, -0.761179, -2.701133], [-2.457715, 1.227589, -1.713732], [-0.767466, 3.005144, -0.533507], [1.670331, -0.221063, -2.149066], [1.757231, 2.116759, -0.818675], [0.841422, -3.930952, 0.284676], [-1.180846, -3.903429, 0.153638], [-0.264204, -3.505111, 1.956566], [0.392661, 0.960435, 2.813458], [0.572752, 1.469108, 3.709295], [0.885595, 0.055316, 2.957961], [0.969537, 1.466576, 2.115214]], "forces_ev_per_a": [[0.5, 1.2, 0.0], [0.0, -0.2, 0.3], [0.3, -0.2, -0.6], [-0.5, 0.0, -0.1], [-0.7, 0.1, 0.3], [-0.3, 0.1, -0.6], [-0.1, -1.6, 0.6], [-0.1, -0.3, 0.0], [0.9, -0.1, 0.1], [0.0, -0.1, 0.0], [-0.2, 0.0, 0.2], [-0.3, -0.3, 0.0], [0.1, 0.4, -0.1], [-0.1, 0.3, 0.0], [0.0, 0.3, -0.6], [1.0, 0.6, 1.1], [-0.5, -0.4, -1.0], [-0.1, 0.3, -0.1], [0.1, -0.1, 0.4]], "mulliken_charge": [-0.642, -0.538, -0.603, -0.477, -0.372, 0.454, -0.181, 0.451, 0.359, 0.374, 0.388, 0.442, 0.105, 0.078, 0.097, -0.587, 0.287, 0.187, 0.177], "e_tot_ev": -35465.76771, "multiplicity": 7, "mol_weight_g_mol": 268.1, "de_lowest_ev": 0.000, "e_lumo_ev": [0.24, 0.06], "total_charge": 0, "gap_ev": [4.181, 6.040]}

---

Entry 2:
{"formula": "C54H79N4O8", "method": "ωB97M-V/def2-TZVPD", "species": ["C", "C", "O", "N", "C", "C", "C", "C", "C", "C", "C", "C", "O", "C", "C", "C", "O", "C", "C", "C", "C", "C", "C", "C", "C", "C", "C", "C", "O", "C", "C", "C", "O", "H", "H", "H", "H", "H", "H", "H", "H", "H", "H", "H", "H", "H", "H", "H", "H", "H", "H", "H", "H", "H", "H", "H", "H", "H", "C", "C", "C", "C", "C", "C", "N", "O", "C", "C", "C", "H", "H", "H", "H", "H", "H", "H", "H", "H", "H", "H", "H", "H", "H", "H", "H", "H", "H", "C", "C", "C", "C", "C", "C", "N", "O", "C", "C", "C", "H", "H", "H", "H", "H", "H", "H", "H", "H", "H", "H", "H", "H", "H", "H", "H", "H", "H", "C", "C", "C", "C", "C", "C", "N", "O", "C", "C", "C", "H", "H", "H", "H", "H", "H", "H", "H", "H", "H", "H", "H", "H", "H", "H", "H", "H", "H"], "xyz": [[1.043559, -8.110550, 1.213257], [-0.606866, -8.078868, 1.001045], [-1.060544, -8.615058, -0.137054], [-1.506056, -7.422349, 2.040159], [-2.968827, -7.751539, 1.684703], [-1.252188, -5.916839, 1.842640], [-0.869214, -4.940105, 3.123353], [-0.652925, -3.308405, 2.862935], [-0.823277, -2.719335, 1.319111], [-1.188430, -3.659709, 0.013885], [-1.396308, -5.278983, 0.305691], [-1.389356, -3.047226, -1.529061], [-2.003864, -3.857566, -2.393177], [-0.868701, -1.519298, -1.805820], [-0.636199, -0.812204, -3.265500], [-0.875633, -1.643089, -4.657285], [-1.987866, -1.022114, -5.428101], [-3.227265, -1.044355, -4.622992], [-4.009406, -2.499914, -4.519960], [-5.401456, -2.662105, -3.660992], [-6.023000, -1.346084, -2.880179], [-5.215457, 0.088531, -2.993969], [-3.821381, 0.290213, -3.873134], [-0.147937, 0.773971, -3.435829], [0.126732, 1.716409, -2.121574], [0.554400, 3.280442, -2.392053], [1.860226, 3.300814, -3.385412], [3.068232, 4.241044, -2.797608], [3.326983, 3.854186, -1.394924], [-0.049021, 1.019280, -0.643929], [-0.536724, -0.570336, -0.469433], [-0.658572, -1.104647, 1.083530], [-0.582197, -0.247266, 2.105816], [1.391615, -6.999916, 1.426638], [1.541536, -8.474109, 0.210579], [1.274220, -8.841720, 2.102929], [-3.055269, -8.926163, 1.543080], [-3.715649, -7.485808, 2.564596], [-3.318003, -7.267244, 0.676659], [-0.791827, -5.388866, 4.205465], [-0.387075, -2.649683, 3.800129], [-1.671537, -5.958158, -0.614747], [-0.967422, -2.803134, -4.540703], [0.097999, -1.460850, -5.323914], [-3.521698, -3.424921, -5.063102], [-5.942041, -3.715867, -3.591495], [-7.013423, -1.427550, -2.252230], [-5.644065, 1.046887, -2.468383], [-3.286746, 1.332790, -3.955728], [-0.018547, 1.238561, -4.502076], [-0.346163, 3.796736, -2.978083], [0.679727, 3.889853, -1.396569], [1.513838, 3.582143, -4.483820], [2.277608, 2.183174, -3.424145], [4.039262, 3.997165, -3.432521], [2.743889, 5.358826, -2.942962], [4.013835, 3.121108, -1.463306], [0.152252, 1.667582, 0.323349], [-0.933728, 4.776370, 5.417901], [-0.637202, 4.290193, 3.971480], [0.233925, 3.004430, 4.018292], [1.685630, 3.274937, 4.408888], [2.301079, 4.350082, 3.518454], [1.461559, 5.655455, 3.468075], [0.009879, 5.396276, 3.185956], [-0.104708, 5.071169, 1.822642], [1.611852, 6.429999, 4.803414], [2.112276, 6.623524, 2.425932], [-2.049868, 3.910235, 3.418620], [-0.113353, 4.587616, 6.112516], [-1.173528, 5.846201, 5.437995], [-1.797906, 4.258989, 5.851703], [0.226514, 2.510413, 3.037020], [-0.196119, 2.282545, 4.723969], [1.753288, 3.569849, 5.460201], [2.266535, 2.349699, 4.317203], [3.315075, 4.568010, 3.873328], [2.418349, 3.937851, 2.506526], [0.960755, 7.308979, 4.824279], [2.641343, 6.785344, 4.937556], [1.403322, 5.832299, 5.687849], [2.184054, 6.184810, 1.424292], [3.137512, 6.882327, 2.718339], [1.546618, 7.560094, 2.350450], [-2.704496, 4.789564, 3.373445], [-2.537055, 3.168859, 4.064073], [-2.010863, 3.459622, 2.420343], [7.467562, 10.605100, 0.285380], [6.546762, 10.029906, 1.397904], [7.237528, 10.181824, 2.781380], [8.390207, 9.201396, 2.989412], [7.942408, 7.766433, 2.728756], [7.265754, 7.579957, 1.343586], [6.198047, 8.602472, 1.081664], [5.080312, 8.256359, 1.861616], [8.336757, 7.633120, 0.222977], [6.729605, 6.113711, 1.247065], [5.299856, 10.973078, 1.361821], [8.530058, 10.457586, 0.486565], [7.230436, 10.170583, -0.693094], [7.346761, 11.689783, 0.177963], [6.504586, 10.028918, 3.585382], [7.613702, 11.205153, 2.905179], [9.235213, 9.457420, 2.343480], [8.760207, 9.286303, 4.017912], [8.809711, 7.101844, 2.816642], [7.251516, 7.467260, 3.529285], [7.873187, 7.591257, -0.767133], [9.024078, 6.780837, 0.295914], [8.974938, 8.512989, 0.261826], [6.022314, 5.865593, 2.046492], [7.549880, 5.390146, 1.331883], [6.234882, 5.937017, 0.284330], [4.781708, 10.903895, 0.397179], [5.595958, 12.019959, 1.503111], [4.576805, 10.755843, 2.156261], [-5.642268, -11.855935, -2.279971], [-6.553390, -10.598398, -2.210064], [-7.259033, -10.384966, -3.577820], [-6.321996, -9.857287, -4.662578], [-5.593252, -8.601730, -4.193435], [-4.861171, -8.791393, -2.837184], [-5.742094, -9.405586, -1.787955], [-6.640150, -8.413520, -1.355806], [-3.593347, -9.661440, -3.040350], [-4.272392, -7.411574, -2.394367], [-7.635475, -10.991546, -1.151681], [-5.188226, -12.004952, -3.261182], [-4.846981, -11.814898, -1.526126], [-6.204580, -12.776927, -2.084399], [-8.090286, -9.675634, -3.464375], [-7.708133, -11.325223, -3.921713], [-5.601026, -10.625879, -4.956311], [-6.901197, -9.626663, -5.564388], [-4.879575, -8.294985, -4.966862], [-6.323741, -7.784317, -4.116587], [-3.109063, -9.881065, -2.084210], [-2.856465, -9.141704, -3.665647], [-3.780077, -10.603752, -3.550384], [-5.037282, -6.632269, -2.301992], [-3.547938, -7.040430, -3.129901], [-3.750309, -7.495373, -1.433514], [-7.180738, -11.159155, -0.167343], [-8.148066, -11.917537, -1.440459], [-8.421009, -10.235122, -1.042652]], "forces_ev_per_a": [[-1.1, 0.6, 0.0], [-0.5, -2.0, -5.0], [2.0, 2.9, 6.8], [0.5, 1.2, -3.1], [-1.2, -1.2, -0.1], [0.5, 4.0, -0.5], [-0.6, 1.7, -4.1], [-1.1, -3.3, -3.1], [-0.3, -1.9, 0.5], [0.4, -1.5, 3.7], [0.7, 2.7, 2.4], [-2.1, -2.9, -1.9], [3.8, 5.0, 4.7], [1.2, 3.4, 0.3], [0.4, 1.3, 2.2], [1.6, 0.7, 0.0], [-1.6, -0.7, 3.1], [-0.8, -0.7, 0.1], [-4.1, 0.5, 2.9], [4.1, 2.1, -2.0], [2.2, 0.2, -1.3], [3.7, -0.7, -2.9], [-4.4, -2.1, 2.3], [-0.6, -1.6, 4.2], [-1.3, -3.8, 0.0], [-0.9, -0.5, -0.4], [0.3, -0.8, 0.3], [-0.4, -0.9, -1.4], [1.0, -0.5, -1.9], [-0.9, -2.0, -2.8], [0.5, 1.8, -2.3], [0.4, 2.4, 2.8], [-0.4, -5.0, -5.9], [-0.6, -2.4, -0.2], [-1.3, 0.6, 2.1], [-0.3, 1.6, -1.7], [0.4, 2.5, 0.3], [1.9, -0.2, -1.8], [0.7, -0.8, 2.1], [-0.1, 1.0, -2.5], [-0.6, -1.2, -2.4], [0.6, 1.4, 2.1], [-0.2, 2.3, 0.2], [-2.2, -0.3, 1.4], [-1.2, 2.1, 1.3], [1.4, 2.6, -0.2], [2.3, 0.2, -1.5], [0.9, -2.2, -1.1], [-1.2, -2.4, 0.2], [-0.3, -1.2, 2.2], [1.8, -1.2, 1.3], [0.0, -1.5, -1.9], [0.9, -0.4, 2.3], [-0.9, 2.4, 0.0], [-2.0, 0.8, 1.2], [0.9, -2.1, 0.8], [-1.4, 1.4, 0.3], [-0.5, -1.6, -2.2], [0.1, 0.2, 0.2], [-1.4, -0.6, 1.2], [0.3, 0.2, -0.2], [0.0, 0.0, 0.0], [-0.3, -0.2, -0.1], [1.4, 1.3, 0.5], [0.6, -2.6, -4.3], [0.0, 1.2, 3.5], [0.0, -0.2, 0.3], [-0.5, -0.5, -0.3], [0.4, 0.2, -0.7], [0.0, 0.1, -0.1], [0.1, -0.2, -0.1], [0.1, 0.0, -0.3], [-0.1, 0.2, 0.1], [-0.2, 0.3, -0.1], [0.0, 0.0, 0.0], [-0.1, 0.1, 0.0], [-0.2, 0.3, -0.1], [-0.2, 0.2, 0.0], [0.0, -0.1, -0.1], [-0.2, -0.1, -0.3], [-0.1, 0.0, 0.0], [-0.2, 0.0, 0.2], [-0.3, -0.2, 0.2], [0.0, -0.2, 0.0], [0.2, -0.1, 0.0], [0.4, 0.2, 0.1], [0.2, 0.3, 0.1], [0.2, -0.1, -0.2], [0.2, 1.8, -0.6], [-0.1, -0.4, 0.1], [0.0, 0.0, 0.0], [-0.3, 0.3, 0.1], [1.2, -1.4, -0.7], [-2.7, -0.9, 4.1], [2.7, 0.9, -2.5], [0.2, 0.2, 0.0], [-0.6, 0.5, 0.3], [-0.3, -0.7, 0.3], [-0.1, -0.1, -0.1], [0.0, 0.0, 0.2], [-0.2, -0.2, 0.2], [-0.1, 0.0, -0.3], [-0.2, -0.1, -0.3], [0.0, 0.0, 0.0], [0.0, 0.0, -0.1], [-0.2, 0.0, -0.2], [-0.1, 0.0, -0.3], [0.0, 0.0, 0.1], [-0.3, 0.1, 0.2], [-0.1, 0.1, 0.0], [0.0, 0.3, -0.2], [0.1, 0.4, 0.0], [0.0, 0.1, 0.2], [0.1, -0.1, 0.2], [0.3, -0.3, -0.1], [0.2, -0.2, -0.2], [0.3, -0.1, -0.1], [-0.4, -1.9, 0.3], [0.1, 0.4, 0.0], [0.0, 0.0, 0.0], [-0.3, -0.1, 0.2], [1.9, 0.5, -0.6], [-3.7, 3.4, -0.2], [2.6, -2.6, -0.7], [0.0, -0.3, -0.1], [-0.7, -0.1, 0.3], [0.1, 0.8, 0.1], [0.1, 0.1, 0.1], [-0.1, 0.1, -0.2], [-0.1, 0.3, 0.0], [0.2, 0.0, 0.2], [0.1, 0.0, 0.3], [0.0, 0.0, 0.0], [0.1, 0.0, 0.1], [0.1, 0.0, 0.3], [0.1, -0.1, 0.2], [-0.1, 0.1, -0.1], [-0.3, 0.1, 0.2], [-0.1, 0.0, 0.1], [0.0, -0.3, 0.1], [-0.2, -0.4, 0.0], [-0.1, -0.1, -0.2], [0.0, 0.1, -0.2], [0.4, 0.2, -0.2], [0.4, 0.0, 0.0]], "mulliken_charge": [-0.857, 0.504, -0.482, -0.055, -0.509, -0.019, -0.668, -0.388, 0.042, 0.103, -0.012, 0.641, -0.526, 0.396, 0.371, -0.706, -0.413, 0.258, -0.114, -0.277, -0.541, -0.352, -0.151, -0.334, 0.370, -0.151, -0.421, -0.631, -0.416, -0.933, -0.184, 0.337, -0.555, 0.267, 0.259, 0.290, 0.265, 0.283, 0.120, 0.308, 0.326, 0.215, 0.242, 0.371, 0.260, 0.252, 0.327, 0.283, 0.289, 0.269, 0.269, 0.107, 0.274, 0.274, 0.322, 0.280, 0.269, 0.220, -1.846, 1.861, -0.555, -0.745, -1.011, 1.825, 0.162, -0.442, -1.718, -1.689, -1.820, 0.304, 0.343, 0.489, -0.229, 0.441, 0.358, 0.385, 0.342, 0.260, 0.405, 0.374, 0.300, 0.227, 0.362, 0.486, 0.459, 0.439, 0.283, -1.771, 1.806, -1.187, -0.502, -1.215, 1.756, 0.074, -0.326, -1.751, -1.747, -1.874, 0.313, 0.354, 0.473, 0.373, 0.327, 0.300, 0.376, 0.380, 0.326, 0.383, 0.452, 0.307, 0.205, 0.418, 0.503, 0.446, 0.458, 0.318, -1.761, 1.734, -1.217, -0.577, -1.226, 1.886, 0.309, -0.513, -1.716, -1.837, -1.788, 0.318, 0.327, 0.480, 0.379, 0.338, 0.302, 0.400, 0.373, 0.372, 0.318, 0.417, 0.337, 0.411, 0.462, 0.256, 0.435, 0.436, 0.348], "e_tot_ev": -79581.59199, "multiplicity": 4, "mol_weight_g_mol": 912.2, "e_lumo_ev": [-1.82, -1.91], "total_charge": 0, "gap_ev": [3.672, 6.355]}

---

Entry 3:
{"formula": "C2H2S2", "method": "ωB97M-V/def2-TZVPD", "species": ["C", "C", "S", "S", "H", "H"], "xyz": [[0.862490, -0.451628, 0.040495], [-0.504610, -0.093969, 0.011596], [2.409276, -0.398336, 0.026856], [-0.492663, 1.820404, 0.056196], [-0.956294, -0.664616, -0.915954], [-1.318197, -0.211854, 0.780813]], "forces_ev_per_a": [[0.8, 1.9, 1.0], [-2.1, -0.7, -1.5], [-1.9, -0.6, -0.1], [0.7, -1.1, -0.4], [0.8, 1.3, 1.2], [1.7, -0.8, -0.1]], "mulliken_charge": [0.341, -0.353, -0.147, -0.378, 0.250, 0.287], "e_tot_ev": -23773.22408, "mol_weight_g_mol": 90.2, "de_lowest_ev": 2.390, "e_lumo_ev": [-1.53, -1.53], "total_charge": 0, "gap_ev": [6.289, 6.291]}